Record 1
{
  "formula": "C15H6BaClN4O4S2",
  "method": "ωB97M-V with the def2-TZVPD basis set",
  "symbols": ["H", "H", "C", "N", "C", "H", "C", "C", "C", "O", "S", "C", "O", "O", "N", "O", "H", "C", "N", "C", "C", "Ba", "H", "N", "C", "H", "C", "S", "C", "C", "Cl", "C", "C"],
  "coordinates": [[3.737, 0.397, 4.653], [5.413, -1.467, -1.527], [3.176, -0.163, 2.249], [-2.013, 5.154, 0.038], [3.953, 0.052, -1.144], [5.259, -1.206, -3.989], [-1.619, 2.639, -0.476], [3.065, 0.973, -1.679], [4.579, -0.046, 2.414], [4.726, 0.284, 4.784], [0.092, 2.322, -0.724], [2.008, -0.227, 3.235], [2.136, 0.311, 4.335], [0.999, -0.809, 2.742], [2.846, -0.178, 0.969], [6.579, -0.149, 3.662], [2.256, 1.807, -3.468], [2.961, 1.098, -3.056], [-5.054, 2.882, -0.232], [4.742, -0.741, -1.965], [4.646, -0.594, -3.341], [-0.296, -0.293, 0.668], [2.460, 1.584, -1.026], [4.002, -0.089, 0.283], [-1.863, 4.033, -0.180], [3.678, 0.424, -4.961], [-4.005, 2.433, -0.386], [-2.847, 0.128, -1.021], [3.756, 0.321, -3.886], [5.060, -0.021, 1.124], [6.654, 0.172, 0.574], [5.391, 0.065, 3.664], [-2.711, 1.819, -0.584]],
  "e_homo_ev": -4.74,
  "gap_ev": 6.23,
  "total_charge": -1,
  "e_above_lowest_ev": 0.000,
  "lumo_energy_ev": 1.4981
}

---

Record 2
{
  "formula": "C15H6Cl4N10O2SW",
  "method": "ωB97M-V with the def2-TZVPD basis set",
  "symbols": ["H", "Cl", "S", "C", "N", "C", "C", "C", "O", "N", "C", "H", "H", "H", "N", "Cl", "H", "C", "N", "C", "Cl", "C", "C", "N", "O", "C", "W", "C", "Cl", "C", "N", "N", "C", "N", "C", "N", "C", "N", "H"],
  "coordinates": [[1.601, -2.734, 5.174], [-4.622, 4.144, -3.075], [-2.281, -0.966, 2.697], [-2.507, 2.912, -1.999], [-0.555, -0.709, 0.848], [3.036, 1.222, -0.184], [2.000, -2.139, 3.148], [-2.177, 0.523, -2.272], [-0.595, 1.669, -1.105], [1.351, 2.189, 0.825], [-3.678, 2.770, -2.769], [3.040, -2.429, 3.202], [-2.570, -0.141, 0.447], [-0.795, -2.130, 5.098], [2.154, -2.692, -1.436], [-5.481, 1.393, -4.223], [4.775, 0.212, -0.666], [1.180, -2.318, 4.269], [2.420, 2.799, 1.077], [-3.306, 0.364, -3.054], [-1.984, 4.396, -1.365], [-1.853, -0.538, 1.155], [0.163, -1.257, 1.935], [1.840, -0.596, -1.791], [-1.264, -0.425, -1.942], [-0.157, -1.983, 4.237], [0.219, 0.010, -0.877], [3.099, -0.787, -1.347], [-3.706, -1.161, -3.680], [-0.653, -1.452, 3.049], [3.782, 0.271, -0.862], [3.506, 2.235, 0.453], [-4.069, 1.519, -3.288], [1.237, -1.820, -1.750], [-1.790, 1.760, -1.767], [3.322, -2.095, -1.241], [1.506, -1.612, 1.971], [1.660, 1.109, -0.002], [2.155, -1.513, 1.111]],
  "e_homo_ev": -15.11,
  "gap_ev": 5.00,
  "total_charge": 2,
  "e_above_lowest_ev": 0.000,
  "lumo_energy_ev": -10.1058
}